P.
Density functional theory data (the ωB97M-V functional and the def2-TZVPD basis) for a gas-phase ion, C4H4N (charge +1).

Results
SMILES: C#CC[N+]#C
HOMO-LUMO gap (eV): 10.09
HOMO (eV): -15.128
Charge: +1

Cartesian coordinates (Å):
H  3.003  1.473  -0.242
H  0.369  -1.133  1.002
N  1.289  0.136  0.014
H  0.394  -1.361  -0.795
C  -2.446  0.407  -0.133
C  -1.311  0.109  0.041
H  -3.277  0.955  0.068
C  0.197  -0.699  0.037
C  2.174  0.839  0.005

Q.
Density functional theory data (the ωB97M-V functional and the def2-TZVPD basis) for 2 unconnected molecules or ions with the total composition C4H4N.

Results
HOMO-LUMO gap (spin up / spin down) (eV): 7.28 / 7.28
HOMO (spin up / spin down) (eV): -13.448 / -13.449
Charge: +1

Cartesian coordinates (Å):
H  2.723  -0.418  0.619
C  -1.275  1.083  0.081
C  0.734  0.312  -0.105
C  -2.869  -0.643  -0.180
H  -3.618  -1.381  -0.080
N  -2.038  0.139  0.085
C  1.879  -0.223  -0.190
H  2.334  -0.502  -1.059
H  -1.228  2.116  0.052

Relative energies, eV: P 0.000; Q 4.183.

P.
Density functional theory data (the ωB97M-V functional and the def2-TZVPD basis) for 2 unconnected molecules or ions with the total composition C4H10N.

Results
HOMO-LUMO gap (eV): 9.39
HOMO (eV): -13.524
Charge: +1

Cartesian coordinates (Å):
C  -0.420  -0.167  -0.881
H  0.180  1.674  -1.654
H  1.117  -1.434  -0.946
H  1.384  0.550  -2.077
H  0.560  -0.340  2.140
H  -0.501  -2.147  -1.160
C  -0.287  0.358  2.261
C  -0.949  0.723  1.220
H  1.076  1.236  -0.319
N  0.159  -1.559  -0.709
C  0.629  0.786  -1.254
H  -0.326  0.738  3.339
H  -1.511  1.674  1.113
H  -1.495  -0.217  -1.317
H  0.384  -1.875  0.244

Q.
Density functional theory data (the ωB97M-V functional and the def2-TZVPD basis) for 2 unconnected molecules or ions with the total composition C4H10N.

Results
HOMO-LUMO gap (eV): 7.89
HOMO (eV): -13.456
Charge: +1

Cartesian coordinates (Å):
C  -0.876  0.976  -0.646
N  1.267  -0.557  0.302
H  -0.752  -0.263  -2.206
H  1.163  -1.037  -0.661
H  -2.153  1.052  1.072
H  -2.437  -0.411  -1.219
H  1.998  -2.334  0.741
H  0.758  0.331  0.440
C  -1.332  -0.305  -1.296
H  -0.023  1.593  -1.117
C  -1.216  1.394  0.653
H  -1.093  -1.193  -0.590
H  -0.542  2.144  1.238
H  2.646  -0.763  1.844
C  2.018  -1.269  1.012

R.
Density functional theory data (the ωB97M-V functional and the def2-TZVPD basis) for 2 unconnected molecules or ions with the total composition C4H10N.

Results
HOMO-LUMO gap (eV): 10.62
HOMO (eV): -14.370
Charge: +1

Cartesian coordinates (Å):
H  2.383  0.275  0.760
C  -0.168  0.121  0.067
H  -1.904  -0.582  1.239
N  -0.984  -0.806  -0.723
H  -0.550  -1.557  -1.257
H  2.255  -0.056  -1.031
H  0.077  2.053  0.870
H  2.017  -1.415  0.177
H  -0.528  -1.761  1.184
H  -1.463  1.816  0.039
C  -0.981  -0.879  0.752
C  -0.395  1.581  0.012
H  0.038  2.010  -0.890
H  -1.827  -0.438  -1.173
C  2.031  -0.362  -0.026

S.
Density functional theory data (the ωB97M-V functional and the def2-TZVPD basis) for 2 unconnected molecules or ions with the total composition C4H10N.

Results
HOMO-LUMO gap (eV): 3.77
HOMO (eV): -13.103
Charge: +1

Cartesian coordinates (Å):
H  2.439  -0.259  -1.392
C  0.956  -1.012  -0.114
H  -4.319  0.661  0.517
N  -4.172  -0.001  -0.199
H  -0.999  -1.032  0.685
H  -4.387  -0.935  0.220
H  2.912  1.848  0.254
H  -3.228  0.011  -0.482
C  2.202  -0.203  -0.324
H  3.004  -0.770  0.202
C  2.016  1.259  0.076
H  1.434  1.161  1.042
C  -0.220  -0.448  0.045
H  1.327  1.759  -0.648
H  1.034  -2.039  0.116

Relative energies, eV: P 1.771; Q 0.383; R 0.000; S 3.313.

P.
Density functional theory data (the ωB97M-V functional and the def2-TZVPD basis) for 2 unconnected molecules or ions with the total composition C4H10N.

Results
HOMO-LUMO gap (eV): 5.95
HOMO (eV): -11.951
Charge: +1

Cartesian coordinates (Å):
C  -0.172  1.421  1.706
H  -0.074  2.372  2.180
H  2.749  -1.121  -3.467
C  0.841  -1.492  -4.245
H  -1.061  1.316  4.282
H  -1.949  -0.036  1.751
N  -1.379  0.581  2.366
C  1.743  -1.143  -3.240
H  1.454  -1.211  -2.207
H  -0.495  1.691  0.618
H  1.157  -1.815  -5.261
H  -0.186  -1.851  -3.932
C  -1.571  0.566  3.671
H  -2.008  -0.234  4.159
H  0.952  0.955  1.619

Q.
Density functional theory data (the ωB97M-V functional and the def2-TZVPD basis) for 2 unconnected molecules or ions with the total composition C4H10N.

Results
HOMO-LUMO gap (eV): 7.14
HOMO (eV): -13.357
Charge: +1

Cartesian coordinates (Å):
H  -1.776  2.426  2.050
N  0.398  -1.313  -1.090
H  -1.051  0.309  -1.446
C  -0.350  1.611  0.766
H  0.319  -2.249  -1.532
C  -0.335  -0.487  -1.734
C  -1.278  1.532  1.740
H  -0.321  -0.502  -2.929
H  -0.137  0.625  0.250
H  1.904  -2.158  0.062
H  0.734  -1.361  1.015
H  0.272  2.509  0.516
C  1.254  -1.250  0.053
H  1.980  -0.365  -0.011
H  -1.611  0.672  2.289

R.
Density functional theory data (the ωB97M-V functional and the def2-TZVPD basis) for 2 unconnected molecules or ions with the total composition C4H10N.

Results
HOMO-LUMO gap (eV): 4.81
HOMO (eV): -13.337
Charge: +1

Cartesian coordinates (Å):
N  4.019  0.008  -0.092
H  -1.985  -0.210  -1.671
H  -0.469  -0.308  1.888
H  -1.372  1.170  -0.677
C  -2.193  -0.224  0.546
C  -0.739  -0.101  0.854
C  -2.209  0.439  -0.842
H  3.048  -0.061  -0.201
H  4.424  -0.455  -0.883
H  -2.883  0.267  1.169
H  4.466  -0.510  0.730
C  0.195  -0.101  -0.113
H  -2.277  -1.320  0.298
H  -3.234  0.921  -0.986
H  1.211  0.486  -0.018

S.
Density functional theory data (the ωB97M-V functional and the def2-TZVPD basis) for 2 unconnected molecules or ions with the total composition C4H10N.

Results
HOMO-LUMO gap (eV): 7.75
HOMO (eV): -13.439
Charge: +1

Cartesian coordinates (Å):
H  -0.777  -2.120  1.139
H  1.416  0.017  -0.556
N  1.357  0.275  -1.553
C  0.312  -0.335  1.441
H  0.204  0.723  1.666
H  1.706  -0.403  -2.237
H  -2.463  -0.578  0.042
H  -2.879  -1.028  1.668
C  -2.149  -0.458  1.091
C  -0.791  -1.040  1.176
H  1.294  -0.751  1.636
H  0.934  2.288  -1.325
H  -2.361  0.578  1.340
C  1.250  1.471  -1.964
H  1.291  1.681  -3.028

Relative energies, eV: P 1.703; Q 2.306; R 4.817; S 0.000.